Below is a 40-piece molecular cluster, H80O40 overall, with properties calculated with ωB97M-V with the def2-TZVPD basis set.

Output
Strongest force on any atom, eV/A: 4.2
Kohn-Sham gap, eV: 10.2328
Energy relative to the best compared isomer or geometry (same formula, charge and spin), kcal per mole: 226.98
Spin multiplicity: 1
Net charge: 0
Lowest unoccupied orbital energy, eV: -0.57
Calculated total energy, Ha: -3057.39562

Each atom is followed by the atoms it is bonded to, with distances in Å.
Element x y z (Å)
1 H -0.93162 1.77947 1.67874  O3 0.999
2 H -0.85987 3.04630 0.40792  O3 0.920
3 O -0.56035 2.39494 0.98470  H1 0.999, H2 0.920
4 H -4.95331 3.32090 -2.94253  O6 0.934
5 H -3.56995 3.31153 -2.04276  O6 0.934
6 O -4.49487 3.40452 -2.13280  H4 0.934, H5 0.934
7 H 5.63480 0.29677 1.48411  O9 1.041
8 H 4.92186 1.30308 2.30167  O9 0.948
9 O 5.77904 1.23846 1.90293  H7 1.041, H8 0.948
10 H -3.57791 -0.46384 -3.39955  O12 1.003
11 H -2.96975 -1.51188 -4.19750  O12 0.976
12 O -3.86868 -1.28813 -3.89176  H10 1.003, H11 0.976
13 H 1.73013 -1.62291 3.63517  O15 0.959
14 H 2.14912 -0.39985 4.31759  O15 0.952
15 O 1.80357 -0.67971 3.47629  H13 0.959, H14 0.952
16 H -3.69255 2.61483 3.50364  O17 0.971
17 O -2.92208 2.12613 3.83666  H16 0.971, H95 0.943
18 H 1.97982 -5.79209 -0.76565  O19 0.963
19 O 1.90187 -6.10384 -1.67329  H18 0.963, H97 0.964
20 H 3.51118 -1.41683 -3.02338  O22 0.949
21 H 4.73912 -1.83032 -3.47062  O22 0.993
22 O 4.39854 -1.28769 -2.71185  H20 0.949, H21 0.993
23 H -0.43313 1.21994 3.87700  O25 1.005
24 H 0.03419 0.44380 2.54532  O25 0.961
25 O -0.70510 0.88730 2.96900  H23 1.005, H24 0.961
26 H 0.71208 -3.38247 -1.39590  O28 0.978
27 H 0.18646 -2.08022 -0.88096  O28 0.995
28 O 1.00400 -2.45292 -1.30841  H26 0.978, H27 0.995
29 H -0.53824 4.61785 -3.74901  O31 0.937
30 H 0.53191 3.95719 -2.79356  O31 0.987
31 O 0.10775 4.79661 -3.09421  H29 0.937, H30 0.987
32 H 5.19658 3.60295 1.12318  O33 0.963
33 O 4.90069 3.28422 0.26357  H32 0.963, H98 0.972
34 H 0.08762 -5.72345 1.86398  O36 0.942
35 H 1.25538 -5.04987 1.78652  O36 0.994
36 O 0.97450 -6.00032 1.70566  H34 0.942, H35 0.994
37 H 1.82632 -3.83930 3.49008  O39 0.990
38 H 1.67062 -3.54575 4.93573  O39 0.954
39 O 2.26356 -3.33162 4.21910  H37 0.990, H38 0.954
40 H -0.18809 -0.07023 -5.51111  O42 0.954
41 H -0.39188 -0.27208 -3.89042  O42 0.989
42 O -0.11554 -0.65341 -4.75994  H40 0.954, H41 0.989
43 H -3.02463 -2.18369 1.19431  O45 0.978
44 H -1.61200 -1.70030 1.50472  O45 0.960
45 O -2.48225 -1.78323 1.90264  H43 0.978, H44 0.960
46 H -1.12494 -5.23249 -1.25697  O48 0.937
47 H 0.07604 -5.04661 -2.13852  O48 0.972
48 O -0.23832 -4.93209 -1.22582  H46 0.937, H47 0.972
49 H -3.83760 4.76059 -1.33907  O51 0.951
50 H -3.17088 5.68307 -0.20835  O51 0.967
51 O -3.04368 4.98750 -0.86746  H49 0.951, H50 0.967
52 H 0.79775 4.35000 2.51263  O53 0.970
53 O 0.28629 5.15057 2.31800  H52 0.970, H94 0.957
54 H 3.20496 0.57866 -5.30550  O56 0.995
55 H 3.66395 1.38514 -4.17882  O56 0.936
56 O 2.89851 1.31738 -4.71305  H54 0.995, H55 0.936
57 H -3.91336 -2.35989 4.00851  O58 0.942
58 O -3.94633 -1.96842 4.86458  H57 0.942, H96 0.974
59 H 1.29664 -1.03208 -4.89950  O61 1.018
60 H 2.05432 -1.95320 -5.90108  O61 0.932
61 O 2.21309 -1.34809 -5.21071  H59 1.018, H60 0.932
62 H 0.00932 -0.09578 0.19644  O64 0.955
63 H 0.97868 -1.10269 0.79152  O64 0.994
64 O 0.01676 -0.97070 0.57971  H62 0.955, H63 0.994
65 H -1.28798 3.84439 -1.41555  O67 0.972
66 H -1.61072 2.50433 -0.81914  O67 0.926
67 O -1.78010 3.02068 -1.56854  H65 0.972, H66 0.926
68 H -1.13237 1.04379 -1.57793  O70 0.993
69 H -2.36574 0.26268 -1.97578  O70 0.975
70 O -1.43348 0.36757 -2.24045  H68 0.993, H69 0.975
71 H -4.30294 1.33256 -1.56332  O73 0.983
72 H -4.29867 0.47382 -0.29389  O73 0.965
73 O -3.72111 0.76554 -1.01027  H71 0.983, H72 0.965
74 H -0.09341 2.24240 -2.76882  O76 0.951
75 H 1.28177 1.93246 -3.20057  O76 0.997
76 O 0.78229 2.24712 -2.39688  H74 0.951, H75 0.997
77 H 2.81988 3.22532 3.95259  O79 0.975
78 H 1.23186 3.42944 4.09363  O79 0.939
79 O 2.03050 3.18447 4.52335  H77 0.975, H78 0.939
80 H 0.77487 1.17836 0.53820  O82 1.041
81 H 1.59169 1.66331 -0.64125  O82 0.969
82 O 1.71396 1.05858 0.10612  H80 1.041, H81 0.969
83 H 0.40272 1.32151 5.02173  O85 0.938
84 H 0.87010 1.78017 6.38739  O85 0.967
85 O 0.09615 1.47342 5.89563  H83 0.938, H84 0.967
86 H 2.96280 0.78169 2.17794  O88 0.938
87 H 2.89588 2.00797 1.37089  O88 1.038
88 O 3.28043 1.65994 2.26955  H86 0.938, H87 1.038
89 H 0.89327 2.66952 -5.79078  O90 1.002
90 O 0.17491 2.12288 -5.35643  H89 1.002, H99 1.018
91 H 6.37571 -2.30502 1.63512  O93 0.953
92 H 5.28521 -2.71631 0.79501  O93 1.010
93 O 6.28443 -2.58176 0.72814  H91 0.953, H92 1.010
94 H 0.24368 5.12414 1.36221  O53 0.957
95 H -3.15737 1.21332 3.83414  O17 0.943
96 H -3.09995 -2.25144 5.25400  O58 0.974
97 H 1.78363 -5.25947 -2.12389  O19 0.964
98 H 4.81712 2.31584 0.23261  O33 0.972
99 H 0.82271 1.58256 -4.78575  O90 1.018
100 O 5.44104 1.70694 -2.99831  H101 0.985, H102 1.027
101 H 5.19458 0.86733 -2.54686  O100 0.985
102 H 5.98978 2.25165 -2.32278  O100 1.027
103 O -5.72996 -2.00888 0.82577  H104 0.931, H105 0.937
104 H -5.29616 -1.51327 1.48368  O103 0.931
105 H -5.62885 -2.94002 0.82673  O103 0.937
106 O -6.47722 0.50980 0.00979  H107 0.966, H108 0.930
107 H -6.82037 0.52289 0.91308  O106 0.966
108 H -6.98062 0.95328 -0.63423  O106 0.930
109 O -0.78910 -3.89432 3.10047  H110 0.978, H111 1.000
110 H -1.63759 -3.52357 2.78689  O109 0.978
111 H -0.81400 -3.27759 3.88726  O109 1.000
112 O 0.14689 -3.87691 -4.68671  H113 1.023, H114 0.963
113 H 0.21607 -2.88220 -4.45699  O112 1.023
114 H 0.99258 -4.24553 -4.41209  O112 0.963
115 O -2.13527 -0.36850 5.83589  H116 0.987, H117 0.975
116 H -1.55584 0.41726 5.69419  O115 0.987
117 H -1.55879 -0.87297 6.43864  O115 0.975
118 O -3.63936 -2.13023 -0.42651  H119 0.949, H120 0.927
119 H -4.45234 -2.46111 -0.78761  O118 0.949
120 H -3.54423 -1.25295 -0.71096  O118 0.927

Löwdin population analysis, charges in e, atoms 1 to 99: 0.0380, -0.0005, -0.0437, 0.0598, -0.0120, -0.0136, 0.0932, -0.0553, -0.1034, 0.0303, 0.0353, -0.0696, -0.0026, 0.0501, -0.0291, 0.0528, -0.0365, 0.0289, -0.0508, -0.0065, 0.0749, -0.0577, 0.0561, 0.0195, -0.0445, -0.0213, 0.0241, -0.0936, 0.0129, 0.0041, -0.0526, 0.0363, -0.0752, -0.0077, 0.0368, -0.0467, 0.0522, 0.0504, -0.0397, 0.0627, 0.0667, -0.0268, 0.0015, -0.0015, -0.0714, 0.0500, 0.0380, -0.0487, -0.0109, 0.0655, -0.0548, 0.0062, -0.0401, 0.0729, -0.0133, -0.0493, -0.0142, -0.0606, -0.0237, 0.0129, -0.0882, 0.0041, 0.0904, -0.0614, 0.0613, -0.0177, -0.0597, 0.0280, -0.0090, -0.0635, 0.0624, 0.0460, -0.0512, 0.0062, 0.0628, -0.0558, 0.0484, -0.0030, -0.0358, 0.0464, 0.0296, -0.0908, -0.0299, 0.0733, -0.0218, -0.0045, 0.0924, -0.0911, 0.0881, -0.0992, 0.0098, 0.0694, -0.0750, 0.0250, 0.0099, 0.0213, 0.0082, 0.0116, 0.0124